# 1
{"formula": "C27H44N2O3PRhS7", "method": "ωB97M-V/def2-TZVPD", "species": ["Rh", "O", "C", "S", "C", "C", "S", "S", "S", "O", "P", "C", "C", "C", "C", "C", "C", "C", "C", "C", "C", "C", "C", "C", "C", "C", "C", "C", "C", "H", "H", "H", "H", "H", "H", "H", "H", "H", "H", "H", "H", "H", "H", "H", "H", "H", "H", "H", "H", "H", "H", "H", "H", "H", "H", "H", "H", "H", "H", "H", "H", "H", "C", "O", "C", "S", "S", "H", "H", "H", "C", "N", "C", "C", "N", "C", "S", "H", "H", "H", "H", "H", "H", "H", "H"], "xyz": [[-1.448, -0.576, 0.275], [-2.213, -4.031, 6.046], [-1.982, -3.436, 5.031], [-2.031, -4.181, 3.416], [-1.590, -2.743, 2.530], [-1.391, -1.617, 3.227], [-0.942, -0.112, 2.469], [-1.595, -1.704, 4.961], [-1.431, -2.797, 0.792], [0.737, -0.013, -0.110], [2.061, 0.705, -0.058], [2.716, 1.378, -1.642], [2.694, 0.432, -2.856], [1.301, 0.258, -3.444], [0.655, 1.592, -3.798], [0.666, 2.532, -2.597], [2.087, 2.715, -2.071], [3.399, -0.338, 0.643], [2.910, -1.154, 1.860], [2.180, -2.441, 1.486], [2.977, -3.301, 0.515], [3.345, -2.490, -0.723], [4.158, -1.263, -0.318], [2.033, 2.182, 1.046], [2.328, 1.928, 2.533], [2.436, 3.273, 3.251], [1.151, 4.121, 3.104], [0.114, 3.419, 2.233], [0.700, 2.958, 0.899], [3.765, 1.568, -1.373], [3.109, -0.544, -2.619], [3.356, 0.875, -3.609], [0.685, -0.268, -2.716], [1.357, -0.383, -4.328], [-0.368, 1.433, -4.146], [1.207, 2.058, -4.623], [0.035, 2.109, -1.810], [0.237, 3.501, -2.861], [2.119, 3.446, -1.265], [2.711, 3.121, -2.875], [4.118, 0.408, 1.002], [2.259, -0.562, 2.502], [3.800, -1.404, 2.451], [1.223, -2.189, 1.038], [1.957, -2.996, 2.401], [2.398, -4.185, 0.236], [3.896, -3.660, 0.996], [2.422, -2.185, -1.229], [3.917, -3.096, -1.431], [4.528, -0.714, -1.184], [5.050, -1.611, 0.216], [2.859, 2.802, 0.673], [3.258, 1.376, 2.668], [1.532, 1.326, 2.974], [3.291, 3.813, 2.833], [2.666, 3.106, 4.305], [1.393, 5.096, 2.672], [0.718, 4.321, 4.085], [-0.729, 4.083, 2.034], [-0.301, 2.561, 2.767], [0.845, 3.831, 0.258], [-0.035, 2.331, 0.402], [-4.822, 3.011, -0.245], [-4.833, 1.649, 0.204], [-3.672, 1.013, 0.243], [-2.195, 1.627, -0.242], [-3.639, -0.571, 0.801], [-5.857, 3.334, -0.211], [-4.432, 3.073, -1.260], [-4.207, 3.620, 0.417], [-5.045, -0.983, -2.138], [-4.293, -2.205, -1.982], [-4.960, -3.497, -1.852], [-3.784, -4.467, -1.655], [-2.646, -3.638, -2.041], [-2.975, -2.339, -2.056], [-1.828, -1.069, -2.153], [-5.731, -0.864, -1.299], [-5.611, -1.010, -3.072], [-4.349, -0.148, -2.157], [-5.543, -3.714, -2.751], [-5.634, -3.480, -0.995], [-3.859, -5.347, -2.290], [-3.687, -4.777, -0.613], [-1.701, -3.884, -1.795]], "lowdin_charge": [0.072, -0.060, -1.013, 0.953, -1.136, -1.125, 0.598, 0.967, 0.534, -0.451, 0.856, -0.337, -0.183, -0.210, -0.194, -0.195, -0.187, -0.344, -0.183, -0.207, -0.195, -0.199, -0.195, -0.323, -0.213, -0.178, -0.182, -0.210, -0.212, 0.123, 0.082, 0.123, 0.039, 0.116, 0.105, 0.114, 0.056, 0.117, 0.084, 0.123, 0.115, 0.077, 0.125, 0.044, 0.120, 0.109, 0.114, 0.108, 0.112, 0.091, 0.121, 0.120, 0.100, 0.078, 0.108, 0.108, 0.106, 0.105, 0.113, 0.064, 0.111, -0.015, -0.080, -0.177, -1.188, 0.704, 0.721, 0.095, 0.083, 0.088, -0.066, -0.155, -0.092, -0.120, 0.014, -0.781, 0.663, 0.085, 0.099, 0.051, 0.126, 0.128, 0.117, 0.112, 0.109], "orbital_gap_ev": 6.569, "e_lumo_ev": 0.06, "fmax_ev_per_a": 0.81, "homo_energy_ev": -6.51}

---

# 2
{"formula": "C13H15N", "method": "ωB97M-V/def2-TZVPD", "species": ["C", "C", "N", "C", "C", "C", "C", "C", "C", "C", "C", "C", "C", "C", "H", "H", "H", "H", "H", "H", "H", "H", "H", "H", "H", "H", "H", "H", "H"], "xyz": [[-3.106, 0.533, 1.392], [-3.176, -0.530, 0.317], [-4.591, -0.712, 0.063], [-2.269, -0.225, -0.880], [-0.839, 0.199, -0.576], [-0.453, 1.536, -0.593], [0.881, 1.798, -0.327], [1.789, 0.763, 0.065], [3.142, 1.078, 0.295], [4.036, 0.009, 0.343], [3.673, -1.356, 0.198], [2.327, -1.668, -0.050], [1.394, -0.587, -0.127], [0.018, -0.787, -0.368], [-2.068, 0.907, 1.531], [-3.727, 1.402, 1.125], [-3.494, 0.211, 2.401], [-2.822, -1.551, 0.741], [-4.999, 0.189, -0.275], [-4.704, -1.387, -0.659], [-2.288, -1.071, -1.633], [-2.746, 0.576, -1.475], [-1.212, 2.276, -0.949], [1.198, 2.904, -0.396], [3.396, 2.152, 0.522], [5.101, 0.398, 0.580], [4.389, -2.105, 0.440], [1.993, -2.754, 0.055], [-0.389, -1.752, -0.584]], "nbo_charge": [-0.621, -0.046, -0.818, -0.433, -0.048, -0.211, -0.176, -0.081, -0.169, -0.223, -0.216, -0.184, -0.065, -0.146, 0.216, 0.197, 0.226, 0.181, 0.345, 0.351, 0.211, 0.199, 0.220, 0.216, 0.220, 0.216, 0.219, 0.222, 0.198], "orbital_gap_ev": 8.750, "e_lumo_ev": 0.54, "fmax_ev_per_a": 3.08, "smiles": "C[C@@H](N)Cc1ccc2ccccc2c1", "homo_energy_ev": -8.21}

---

# 3
{"formula": "C5H4BrFO", "method": "ωB97M-V/def2-TZVPD", "species": ["C", "C", "C", "C", "C", "O", "F", "Br", "H", "H", "H", "H"], "xyz": [[-0.752, 1.771, 0.405], [-1.046, 0.350, 0.200], [-2.335, 0.155, -0.144], [-2.973, 2.069, 0.277], [0.061, -0.695, 0.078], [-1.771, 2.575, 0.369], [-3.992, 2.764, -0.278], [-3.482, -1.286, -0.135], [0.165, 2.076, 0.775], [-0.035, -1.206, -0.895], [0.911, -0.089, 0.217], [-0.083, -1.325, 0.943]], "nbo_charge": [0.080, -0.184, -0.197, 0.602, -0.622, -0.388, -0.316, 0.154, 0.193, 0.234, 0.218, 0.227], "orbital_gap_ev": [7.660, 7.661], "e_lumo_ev": [-0.08, -0.08], "fmax_ev_per_a": 4.94, "homo_energy_ev": [-7.74, -7.74]}

---

# 4
{"formula": "C25H30CdNO4P2Si", "method": "ωB97M-V/def2-TZVPD", "species": ["Cd", "C", "P", "C", "C", "C", "P", "C", "C", "H", "H", "H", "H", "H", "H", "H", "H", "H", "H", "H", "H", "H", "H", "H", "H", "O", "C", "O", "C", "C", "C", "N", "C", "C", "C", "O", "O", "H", "H", "H", "C", "C", "C", "C", "C", "C", "Si", "C", "C", "C", "C", "C", "C", "H", "H", "H", "H", "H", "H", "H", "H", "H", "H", "H"], "xyz": [[0.505, -0.100, -1.066], [0.203, -4.418, -2.487], [-0.059, -3.079, -1.249], [-1.823, -3.437, -0.828], [0.765, -3.888, 0.205], [0.680, -3.035, 1.474], [1.516, -1.400, 1.232], [1.233, -0.664, 2.895], [3.278, -1.884, 1.355], [-0.082, -5.387, -2.072], [1.248, -4.437, -2.794], [-0.411, -4.207, -3.363], [-1.972, -4.498, -0.613], [-2.448, -3.151, -1.675], [-2.142, -2.833, 0.023], [1.813, -4.036, -0.072], [0.321, -4.875, 0.363], [1.133, -3.552, 2.324], [-0.367, -2.835, 1.723], [1.523, -1.347, 3.695], [0.173, -0.421, 2.988], [1.804, 0.261, 2.980], [3.442, -2.545, 2.208], [3.879, -0.981, 1.465], [3.598, -2.363, 0.429], [6.521, 3.855, -1.460], [5.461, 4.286, -0.982], [5.160, 5.403, -0.521], [4.290, 3.247, -0.933], [3.053, 3.640, -0.427], [2.017, 2.732, -0.382], [2.153, 1.472, -0.815], [3.336, 1.078, -1.304], [4.424, 1.935, -1.370], [3.419, -0.379, -1.776], [4.528, -0.890, -1.878], [2.297, -0.965, -2.001], [2.938, 4.656, -0.077], [1.039, 2.995, 0.011], [5.368, 1.583, -1.761], [-5.478, -1.660, 0.472], [-4.463, -1.326, 1.357], [-3.375, -0.585, 0.918], [-3.278, -0.131, -0.400], [-4.310, -0.489, -1.271], [-5.393, -1.245, -0.849], [-1.816, 0.920, -1.053], [-1.832, 2.538, -0.040], [-1.949, 3.770, -0.689], [-1.897, 4.967, 0.010], [-1.738, 4.963, 1.388], [-1.616, 3.753, 2.057], [-1.649, 2.563, 1.345], [-6.325, -2.244, 0.810], [-4.520, -1.648, 2.390], [-2.583, -0.368, 1.624], [-4.265, -0.154, -2.302], [-6.177, -1.513, -1.548], [-2.416, 1.377, -2.345], [-2.079, 3.792, -1.765], [-1.973, 5.909, -0.519], [-1.695, 5.897, 1.934], [-1.483, 3.740, 3.132], [-1.507, 1.636, 1.887]], "lowdin_charge": [1.031, -0.294, 0.795, -0.295, -0.442, -0.440, 0.787, -0.288, -0.261, 0.034, 0.039, 0.034, 0.039, 0.036, 0.009, 0.073, 0.076, 0.078, 0.065, 0.039, 0.020, 0.040, 0.044, 0.051, 0.036, -0.044, -0.698, -0.061, -0.086, -0.007, -0.136, -0.041, -0.209, 0.054, -0.668, 0.017, -0.270, 0.109, 0.087, 0.124, -0.106, -0.104, -0.143, -0.370, -0.136, -0.100, 0.572, -0.379, -0.131, -0.096, -0.101, -0.098, -0.134, 0.095, 0.098, 0.079, 0.083, 0.097, -0.054, 0.087, 0.099, 0.097, 0.098, 0.074], "orbital_gap_ev": 7.215, "e_lumo_ev": 2.15, "charge": -1, "fmax_ev_per_a": 0.56, "homo_energy_ev": -5.07}

---

Listing DFT total energy for the structures above in their given order: -125984.7234; -15213.8055; -80051.8656; -67115.7606 eV.